The following is a quantum chemistry calculation of a gas-phase ion, C4H8NOS (charge +1) at a distorted geometry, from the OMol25 dataset.

Relative energy (zero: lowest compared OMol25 entry of this formula, charge and spin) = 1.946 eV
SMILES = C[C@]1(S)[NH2+]C=CO1
Max |F| = 4.84 eV/Å
Net charge = +1
E_HOMO = -14.18 eV
Total energy = -685.0552 Eh

```
15
C4H8NOS | the OMol25 dataset | wB97M-V/def2-TZVPD
S -0.2373 -0.7380 -2.1109
O -0.3298 -1.2652 0.6031
N -0.3674 1.1354 -0.1361
C -1.1531 -0.5337 1.3573
C 0.3361 -0.2156 -0.5064
C 1.8292 -0.2468 -0.3181
C -1.3269 0.7398 0.9705
H -0.9413 1.4153 -0.8788
H 2.1295 -0.1847 0.7270
H 0.2754 1.8305 0.0462
H 2.0805 0.5439 -1.0589
H 2.1375 -1.2448 -0.7217
H -1.6091 1.5467 1.6468
H -1.7223 -1.2328 2.0038
H -1.1009 -1.5502 -1.6238
```

Here are the natural (NBO) charges for atoms 1 to 5, given in e:
1 S 0.0796
2 O -0.4695
3 N -0.5476
4 C 0.2015
5 C 0.2944